C18H60N3O11 | ωB97M-V/def2-TZVPD

```
92
Properties=species:S:1:pos:R:3
C -0.8971 -0.8679 -0.3462
C 0.0243 -1.0555 -1.5604
O 1.3420 -1.2491 -1.2989
H -0.4420 -0.0874 0.2843
H -0.9415 -1.7459 0.3028
H -1.8689 -0.4719 -0.6607
H -0.1605 -0.1992 -2.2625
H -0.3853 -1.9224 -2.1375
C 1.0436 1.9765 1.8596
C 1.7484 1.9122 3.1966
O 1.5868 3.1362 3.9444
H 1.4525 2.7343 1.1808
H -0.0104 2.2650 1.9100
H 1.1607 1.0583 1.2786
H 2.8104 1.7749 3.0158
H 1.2751 1.1208 3.7812
H 0.7874 3.0206 4.4631
C 0.0344 2.4756 -4.1550
C 0.5856 3.8807 -4.0671
O 0.9577 4.2681 -5.4181
H -0.2613 2.1009 -3.1765
H 0.7065 1.7618 -4.6389
H -0.8091 2.4783 -4.8478
H 1.4165 4.0855 -3.3942
H -0.2700 4.5150 -3.8066
H 0.7923 5.2107 -5.4950
C -2.5827 -3.5064 2.5287
C -1.7306 -4.0499 3.6571
C -0.3348 -4.3248 3.1519
O 0.5625 -4.5760 4.2322
C 1.8135 -3.9586 4.0605
N -1.6529 -3.0866 4.7483
H -2.6284 -4.1661 1.6610
H -2.1752 -2.5525 2.1916
H -3.5997 -3.3436 2.8928
H -2.1795 -4.9922 4.0083
H 0.0637 -3.4746 2.5858
H -0.3124 -5.1946 2.4838
H 1.7099 -2.8694 4.1503
H 2.2625 -4.0871 3.0670
H 2.5407 -4.3521 4.7677
H -0.8714 -3.3119 5.3519
H -2.4825 -3.0800 5.3260
C -8.3406 1.3088 0.8228
C -7.3676 0.1683 1.0063
C -5.9506 0.6338 1.3466
O -5.5422 1.7083 0.5429
C -4.1761 1.9996 0.7395
N -7.8924 -0.7248 2.0553
H -9.3200 0.9373 0.5245
H -7.9604 2.0245 0.0935
H -8.4787 1.8863 1.7426
H -7.2916 -0.4899 0.1381
H -5.2968 -0.2417 1.2032
H -5.8718 0.8889 2.4173
H -3.8004 2.6820 -0.0204
H -3.5488 1.1034 0.6823
H -4.0515 2.4656 1.7250
H -7.2312 -1.4693 2.2508
H -8.0272 -0.2215 2.9259
C 6.2455 3.8560 -3.8958
C 5.7748 2.9758 -2.7645
C 4.2581 2.9078 -2.7034
O 3.8738 2.0782 -1.6426
C 2.4587 1.9318 -1.5438
N 6.3411 1.6144 -2.9591
H 7.3248 3.7841 -4.0067
H 5.9707 4.8951 -3.6959
H 5.7384 3.5710 -4.8203
H 6.1263 3.2664 -1.7708
H 3.8832 2.5401 -3.6755
H 3.8162 3.9113 -2.5671
H 2.3903 1.0359 -0.9292
H 2.0215 1.8126 -2.5376
H 1.9585 2.7886 -1.0754
H 5.8150 0.9858 -2.3543
H 6.0876 1.3119 -3.8983
O 4.0143 -1.6624 -0.8610
H 3.1316 -1.2660 -0.7209
H 4.6426 -0.9754 -0.6240
O 1.5669 -1.6197 1.6542
H 0.8796 -1.2237 2.1989
H 1.2109 -1.5561 0.7414
O 3.2996 -0.6268 -3.8523
H 2.7861 -0.0775 -3.2480
H 3.7938 -0.0086 -4.3982
O -0.1889 -5.1022 -1.6458
H -1.0190 -5.1225 -2.1304
H -0.2529 -5.8231 -1.0136
O 2.2358 -4.2383 0.2968
H 1.4415 -4.5060 0.7650
H 2.4410 -3.3677 0.6654
```

E_tot ... -1713.6209 Ha
HOMO-LUMO gap ... 0.222 hartree
Total charge ... -1

Atom charges from the Mulliken analysis, given in e for atoms 1 to 8: number 1, C, carries -0.84; number 2, C, carries 0.17; number 3, O, carries -0.79; number 4, H, carries 0.04; number 5, H, carries 0.08; number 6, H, carries 0.38; number 7, H, carries -0.20; number 8, H, carries 0.20



C18H60O12 | ωB97M-V/def2-TZVPD

```
90
Properties=species:S:1:pos:R:3
C -2.5890 -0.6039 31.2370
C -1.7096 0.1347 30.2232
O -2.1159 -0.1264 28.8745
H -3.6405 -0.3661 31.0762
H -2.2473 -0.5357 32.2698
H -2.5622 -1.6730 31.0265
H -0.7203 -0.3144 30.3107
H -1.6755 1.2028 30.4379
H -1.5188 0.4105 28.3484
C -2.4830 8.0660 26.5950
C -3.2171 7.0390 27.4630
O -2.2950 6.7782 28.5235
H -3.0751 8.0617 25.6798
H -1.4756 7.7485 26.3261
H -2.5485 9.0304 27.0988
H -3.3994 6.1643 26.8387
H -4.1440 7.4547 27.8581
H -2.1900 7.5894 29.0261
C -5.1414 2.2418 30.0260
C -5.5401 3.4303 29.2454
O -6.7012 3.2278 28.4685
H -5.9120 2.0925 30.7823
H -4.2535 2.4946 30.6055
H -5.0019 1.3353 29.4370
H -4.6490 3.8805 28.8079
H -5.9480 4.1880 29.9145
H -6.3753 3.0722 27.5791
C -4.6843 0.6633 33.8907
C -3.8785 1.8653 34.1459
O -2.5580 1.5668 33.8568
H -4.3297 -0.3098 34.2305
H -4.8574 0.4960 32.8276
H -5.5966 0.7636 34.4788
H -4.0794 2.0234 35.2055
H -4.1711 2.6251 33.4212
H -2.2458 2.1576 33.1675
C -4.8119 5.9426 34.0282
C -3.8542 5.6056 35.1929
O -2.6938 5.4027 34.5972
H -5.8150 6.0044 34.4501
H -4.7912 5.0611 33.3874
H -4.7425 6.8348 33.4058
H -4.3098 4.8269 35.8044
H -3.8214 6.5391 35.7547
H -2.0915 6.0658 34.9423
C -1.4034 3.9866 30.1322
C -1.9797 4.6840 31.3223
O -1.9181 3.7963 32.4670
H -1.2634 4.6888 29.3104
H -2.0400 3.2564 29.6326
H -0.4195 3.6231 30.4289
H -3.0417 4.8890 31.1869
H -1.4436 5.5531 31.7036
H -2.1123 4.3400 33.2340
C -2.8963 8.6651 31.7204
O -4.0943 9.2005 32.2248
H -2.2827 8.1304 32.4455
H -3.1424 8.0117 30.8834
H -2.2026 9.4051 31.3213
H -3.9642 9.5633 33.1040
C 0.9447 1.3592 32.9863
O 0.8455 1.8272 31.6312
H 1.8882 0.8143 33.0172
H 0.7521 2.2183 33.6289
H 0.1076 0.6633 32.9296
H 0.0611 2.3790 31.5893
C 3.7360 3.1865 29.8448
O 3.2563 3.2645 31.2119
H 3.0073 3.7284 29.2419
H 4.6586 3.7610 29.7620
H 3.9397 2.1646 29.5249
H 2.3378 2.9857 31.1934
C 1.1425 6.0196 28.6270
O 2.0094 6.6296 27.8020
H 1.4947 6.1829 29.6456
H 0.1672 6.4881 28.4955
H 1.1510 4.9449 28.4452
H 1.8855 7.5448 28.0641
C -1.1787 4.7917 25.8275
O -1.0365 3.5211 25.2121
H -0.2789 5.1518 25.3288
H -2.0508 5.3279 25.4532
H -1.0206 4.9477 26.8946
H -1.0705 3.5155 24.2527
C 0.7457 1.6306 27.5572
O -0.6427 1.8950 27.4545
H 1.3492 2.5294 27.6837
H 0.8688 0.9426 28.3936
H 1.1265 1.0955 26.6873
H -0.8022 2.4322 26.6750
```

Spin multiplicity ... 2
E_tot ... -1624.0629 Ha
HOMO-LUMO gap (spin up / spin down) ... 0.357 / 0.109 hartree
Energy above the lowest of the compared OMol25 structures with the same formula, charge and spin ... 218.7 kJ/mol
Total charge ... +1

Atom charges from the Mulliken analysis, given in e for atoms 1 to 8: number 1, C, carries -1.33; number 2, C, carries 0.67; number 3, O, carries -0.18; number 4, H, carries 0.24; number 5, H, carries 0.32; number 6, H, carries 0.47; number 7, H, carries 0.55; number 8, H, carries -0.10



C18H62AgF3O16 | ωB97M-V/def2-TZVPD

```
100
Properties=species:S:1:pos:R:3
Ag 3.1298 -0.1431 1.3706
C -0.1098 0.6308 0.9072
O 0.4622 -0.3057 0.0094
O 1.0224 0.8761 1.6844
C -0.8974 1.7436 0.1308
F -0.1915 2.2677 -0.9039
F -2.1309 1.4422 -0.3235
F -1.1868 2.7082 0.9558
C -0.4281 -1.1360 -0.7409
C 0.4518 -2.2658 -1.2352
H 1.2359 -1.9300 -1.9139
H 0.8084 -2.6620 -0.2845
H -0.1775 -3.0882 -1.5752
H -0.7521 -0.5973 -1.6313
H -1.2405 -1.6122 -0.1921
H -0.8784 0.1012 1.4701
C 0.9856 2.8481 4.7482
O -0.0880 2.2808 4.0988
H 0.8485 3.8650 5.1158
H 1.2901 2.2254 5.5895
H 1.8233 2.9699 4.0616
H 0.1762 2.0161 3.2146
C -2.8239 4.7837 4.3860
O -1.9429 4.6226 3.2526
H -3.6849 4.1463 4.1845
H -2.3934 4.3097 5.2680
H -3.2193 5.7924 4.5055
H -1.5375 3.7641 3.3949
C -3.4746 -0.5645 -3.0198
O -3.3221 -1.0540 -4.3480
H -2.5555 -0.0893 -2.6770
H -4.2301 0.2031 -2.8523
H -3.7930 -1.3302 -2.3125
H -4.1321 -1.4750 -4.6452
C 0.8645 3.4211 -3.1830
O 2.0808 3.6850 -2.5874
H -0.0310 3.9629 -2.8788
H 1.0549 3.7400 -4.2077
H 0.7491 2.3374 -3.1630
H 1.9086 3.6804 -1.6430
C -1.2671 6.1936 0.1957
O -2.2142 6.5067 1.1518
H -0.8260 5.2670 0.5632
H -1.7198 5.9958 -0.7759
H -0.4644 6.9089 0.0163
H -2.3517 5.8307 1.8193
C 3.1195 -5.2761 -2.5478
O 4.2190 -5.6971 -1.8084
H 3.0032 -4.1931 -2.5867
H 3.1282 -5.5083 -3.6128
H 2.1710 -5.6527 -2.1648
H 4.9475 -5.2435 -2.2387
C 2.7979 0.9621 -1.6251
O 3.4044 -0.0482 -0.8570
H 2.0789 1.5157 -1.0212
H 3.5692 1.5181 -2.1581
H 2.1893 0.5162 -2.4118
H 4.0812 -0.4393 -1.4144
C 3.3967 3.4278 1.1979
O 3.9719 2.1965 1.0782
H 3.7494 4.0192 0.3530
H 2.3185 3.4661 1.0430
H 3.6280 3.9553 2.1233
H 4.9220 2.2428 1.2076
C 3.7461 -3.5264 1.2667
O 2.8241 -2.4187 1.4785
H 3.2053 -4.4268 1.5581
H 4.0961 -3.5096 0.2346
H 4.5948 -3.4336 1.9444
H 1.9941 -2.6890 1.8780
C -0.3571 -2.8945 -5.1848
O -0.5331 -1.5363 -4.9336
H 0.2311 -2.9472 -6.1009
H -0.1059 -3.4212 -4.2641
H -1.3357 -3.2592 -5.4970
H -1.4154 -1.3810 -4.5884
C -0.8264 -6.3080 -1.8163
O -1.6290 -5.4753 -2.5574
H -0.8389 -6.0495 -0.7575
H -1.2955 -7.2891 -1.7429
H 0.1517 -6.6263 -2.1769
H -1.8695 -5.8550 -3.4057
C 1.9843 -0.9187 4.6870
O 3.0701 -0.3595 3.8988
H 1.1719 -1.0021 3.9651
H 2.1147 -1.9470 5.0241
H 1.6433 -0.4282 5.5988
H 3.6824 -0.2787 4.6337
C -4.5559 2.6350 1.6373
O -5.6981 2.8040 2.5045
H -3.5830 2.8925 2.0561
H -4.6378 1.5873 1.3481
H -4.6669 3.2638 0.7539
H -6.4528 2.6493 1.9316
C -3.3914 -3.5731 0.1523
O -3.9214 -4.3113 -0.9365
H -3.1738 -2.5393 -0.1162
H -4.0737 -3.5404 1.0017
H -2.4527 -3.9873 0.5203
H -3.2194 -4.5344 -1.5520
```

Spin multiplicity ... 2
E_tot ... -2372.7765 Ha
HOMO-LUMO gap (spin up / spin down) ... 0.313 / 0.169 hartree
Energy above the lowest of the compared OMol25 structures with the same formula, charge and spin ... 0.0 kJ/mol
Total charge ... +1

Atom charges from the Mulliken analysis, given in e for atoms 1 to 8: number 1, Ag, carries 0.33; number 2, C, carries -0.32; number 3, O, carries 1.07; number 4, O, carries -0.04; number 5, C, carries 0.29; number 6, F, carries 0.03; number 7, F, carries -0.23; number 8, F, carries -0.29